{"formula": "C6H12NO", "method": "ωB97M-V with the def2-TZVPD basis set", "e_lumo_ev": [-3.23, -5.74], "charge": 1, "orbital_gap_ev": [6.82, 7.15], "s2": 2.01, "total_energy_ha": -365.243104, "e_homo_ev": [-10.043, -12.893], "multiplicity": 3, "species": ["C", "C", "C", "C", "C", "C", "N", "O", "H", "H", "H", "H", "H", "H", "H", "H", "H", "H", "H", "H"], "positions_angstrom": [[-1.825027, 1.572369, 0.358897], [-1.336738, 0.382537, 0.473651], [1.898377, 1.302779, -0.102922], [1.715946, 0.465966, -1.397675], [1.017354, 0.130874, -0.068926], [-2.771395, -1.559746, 0.101135], [1.503862, -0.829847, 1.045829], [-1.629671, -0.834669, 0.734709], [-2.917109, 1.730348, 0.794745], [-1.250597, 2.363427, -0.089110], [2.948235, 1.344599, 0.183568], [1.443065, 2.334232, -0.192647], [0.930183, 0.665280, -2.147960], [2.368435, -0.261088, -1.867237], [-2.442218, -2.512893, 0.260364], [-2.932794, -1.149992, -0.936598], [-3.551258, -1.293337, 0.828751], [0.893516, -0.652918, 1.818942], [2.384257, -0.570381, 1.268354], [1.254406, -1.771689, 0.749105]], "forces_ev_per_angstrom": [[-3.278, 0.595, 1.068], [0.075, 0.211, -0.369], [-0.832, 2.119, -2.413], [-2.300, -1.615, 0.541], [3.932, 0.115, 0.486], [-0.460, 4.000, 0.545], [-5.163, -0.495, -3.158], [0.284, -1.193, 0.171], [2.082, 0.225, -1.033], [-0.131, 0.367, 0.125], [-0.249, -0.294, 0.730], [0.531, -1.253, 0.270], [0.450, 0.781, 0.504], [0.749, 0.214, 0.582], [0.246, -2.729, -0.412], [0.125, -0.823, 1.153], [-0.410, -0.427, -0.856], [-0.607, 0.416, 0.946], [3.971, 0.166, 0.952], [0.987, -0.380, 0.167]]}

{"formula": "C6H12NO2", "method": "ωB97M-V with the def2-TZVPD basis set", "e_lumo_ev": -4.53, "charge": 1, "orbital_gap_ev": 9.19, "total_energy_ha": -440.738891, "e_homo_ev": -13.722, "multiplicity": 1, "species": ["O", "C", "C", "C", "C", "C", "N", "C", "H", "H", "H", "H", "H", "H", "H", "H", "H", "H", "H", "H", "O"], "positions_angstrom": [[-2.317260, 0.506591, 0.171691], [-2.553812, -0.668157, 0.225773], [-1.466694, -1.652951, 0.707934], [-0.390446, -1.799436, -0.420686], [0.462503, -0.595877, -0.610883], [1.770885, -0.574493, -0.587332], [2.467909, 0.723172, -0.723611], [2.492014, 1.449760, 0.309061], [-3.485507, -1.163386, -0.070231], [-1.806663, -2.662913, 0.932028], [-1.006656, -1.126973, 1.536423], [-0.910750, -1.974483, -1.365169], [0.248542, -2.666461, -0.259414], [-0.120870, 0.299915, -0.790293], [2.499654, -1.367606, -0.465956], [3.047978, 0.791260, -1.545128], [2.048895, 1.301107, 1.288796], [2.931439, 2.445908, 0.258299], [-0.857763, 1.251778, 0.701209], [-0.852482, 2.778622, 0.663193], [-0.289077, 2.051387, 0.735682]], "forces_ev_per_angstrom": [[-0.690, 0.211, -0.221], [1.007, -1.997, 0.504], [0.410, 0.876, -1.059], [-0.020, -0.358, -0.112], [-1.094, -0.111, -0.026], [1.107, 0.508, -0.326], [-0.908, -2.510, 1.293], [0.425, 2.840, 0.110], [-0.449, 0.551, -0.236], [-0.293, 0.307, 0.302], [0.124, -0.431, 0.567], [-0.018, -0.093, -0.097], [-0.175, -0.135, 0.221], [0.500, 0.262, -0.084], [-0.429, -0.290, -0.006], [0.103, 0.991, -0.251], [-0.453, -0.980, -0.490], [0.424, -0.236, -0.312], [-0.067, 0.929, 0.065], [-1.501, 1.754, -0.130], [1.997, -2.087, 0.285]]}

{"formula": "C6H12NO2", "method": "ωB97M-V with the def2-TZVPD basis set", "e_lumo_ev": [-2.93, -9.28], "charge": 1, "orbital_gap_ev": [7.63, 5.27], "s2": 2.01, "total_energy_ha": -440.469819, "e_homo_ev": [-10.558, -14.553], "multiplicity": 3, "species": ["C", "C", "C", "C", "C", "C", "N", "O", "O", "H", "H", "H", "H", "H", "H", "H", "H", "H", "H", "H", "H"], "positions_angstrom": [[0.125463, 0.186312, -1.103658], [3.221922, 0.642985, -0.051920], [-0.829810, 0.790061, -0.092023], [2.256634, -0.418531, -0.166940], [-2.392248, -1.287498, 0.152868], [-1.453586, -0.311552, 0.831169], [1.093275, -0.764156, -0.495454], [3.191887, -0.586104, 0.645330], [-0.236134, 1.982728, 0.493464], [-0.555485, -0.397110, -1.803601], [0.774171, 1.048821, -1.502191], [3.952605, 0.715143, -0.828247], [2.879627, 1.588228, 0.522325], [-1.634469, 1.353852, -0.647283], [-2.743421, -1.941301, 0.931301], [-1.688394, -1.998953, -0.289270], [-3.261974, -0.916569, -0.422516], [-0.652938, -0.900905, 1.332187], [-1.707764, 0.233870, 1.750855], [-0.930502, 2.583136, 0.976402], [0.591141, -1.602455, -0.232803]], "forces_ev_per_angstrom": [[1.974, 0.466, -0.184], [-2.188, 2.950, -0.435], [-2.501, 2.471, 0.531], [6.087, 3.455, -4.047], [0.509, -0.236, 0.801], [1.589, 1.557, 1.171], [-10.709, -1.526, -2.140], [3.174, -2.230, 6.233], [-0.633, -0.024, 1.757], [1.162, 0.631, 0.522], [-1.254, -1.463, -0.019], [0.650, 0.172, -0.095], [1.191, -1.712, -0.575], [0.207, -1.714, -0.150], [-0.739, -0.089, 0.517], [-0.643, 0.057, -1.289], [0.908, -0.180, 0.034], [0.033, 0.092, -0.704], [-1.262, 0.016, -0.466], [1.693, -1.967, -1.497], [0.750, -0.724, 0.035]]}

{"formula": "C6H12NO3", "method": "ωB97M-V with the def2-TZVPD basis set", "e_lumo_ev": 3.78, "charge": -1, "orbital_gap_ev": 8.40, "total_energy_ha": -516.371778, "e_homo_ev": -4.625, "multiplicity": 1, "species": ["C", "C", "C", "O", "O", "H", "H", "H", "H", "H", "C", "C", "C", "O", "N", "H", "H", "H", "H", "H", "H", "H"], "positions_angstrom": [[-2.346974, 0.609389, 0.944973], [-3.338058, 0.947053, -0.213042], [-1.076764, 1.573341, 0.811391], [-0.066452, 1.052607, 0.304280], [-1.310292, 2.735307, 1.194407], [-2.706244, 0.718797, 1.983427], [-2.049038, -0.448200, 0.983456], [-2.763304, 1.078744, -1.120224], [-3.848092, 1.858066, 0.064820], [-4.056994, 0.129211, -0.347430], [1.607128, -1.389828, -0.544009], [1.769280, -0.922908, -1.949256], [2.612700, -1.011932, 0.567657], [3.541874, -1.789690, 0.716601], [2.270736, 0.106091, 1.256838], [0.573276, -1.215114, -0.220757], [1.451656, -2.487716, -0.413995], [2.859772, -0.652866, -2.128587], [1.208758, -0.079820, -2.319993], [2.570266, 0.348022, 2.183809], [1.446746, 0.612802, 0.848093], [1.650025, -1.771351, -2.602465]], "forces_ev_per_angstrom": [[0.855, 0.031, 0.303], [0.440, -0.856, 1.540], [-2.255, -0.389, 0.618], [0.732, 0.180, -0.381], [0.646, -0.131, -0.206], [-0.562, 0.584, -0.563], [0.191, 0.130, -0.777], [0.000, 0.086, -0.276], [-0.209, 0.294, -0.263], [-0.028, 0.246, -0.087], [-2.246, -1.102, 1.851], [2.921, -0.069, -0.947], [-1.033, -0.240, -0.887], [0.659, 0.436, 0.949], [-0.411, -0.161, -0.988], [0.204, 1.240, 0.132], [1.311, 0.296, -0.748], [-1.051, -0.167, 0.215], [-0.531, 0.202, 0.426], [0.506, -0.179, -0.112], [0.273, -0.222, 0.737], [-0.414, -0.209, -0.535]]}

{"formula": "C6H12NO3", "method": "ωB97M-V with the def2-TZVPD basis set", "e_lumo_ev": 3.64, "charge": -1, "orbital_gap_ev": 7.81, "total_energy_ha": -516.355872, "e_homo_ev": -4.175, "multiplicity": 1, "species": ["C", "C", "C", "O", "O", "H", "H", "H", "H", "H", "C", "C", "C", "O", "N", "H", "H", "H", "H", "H", "H", "H"], "positions_angstrom": [[0.710052, 0.498294, -2.283212], [1.943375, -0.384761, -2.575515], [-0.601001, -0.427380, -2.168502], [-1.129329, -0.251155, -1.053050], [-0.711676, -1.217859, -3.119113], [0.881628, 0.966802, -1.333321], [0.760501, 1.329323, -2.990105], [2.897628, 0.112420, -2.624831], [1.758482, -0.905197, -3.509695], [1.987968, -1.194043, -1.817322], [0.452130, 1.026516, 1.876390], [1.710657, 0.729082, 2.656509], [-0.701759, 0.116801, 2.199639], [-0.540013, -0.866615, 2.889814], [-1.927171, 0.428273, 1.648401], [0.205085, 2.116630, 1.849324], [0.719875, 1.058709, 0.833522], [1.443904, 0.057157, 3.544903], [2.054431, 1.673553, 3.136999], [-2.750264, -0.049385, 1.994838], [-2.096015, 0.675183, 0.685699], [2.483712, 0.096468, 2.237372]], "forces_ev_per_angstrom": [[1.058, -0.373, -0.228], [-1.116, -1.035, 0.353], [2.869, 1.393, -0.380], [-1.464, -0.645, -0.082], [-1.192, -0.155, 0.500], [-0.138, 0.278, 0.720], [-0.714, -0.103, -0.426], [0.356, 0.448, 0.072], [0.104, -0.046, -0.280], [0.170, 0.432, -0.231], [0.560, 1.401, -0.931], [-0.523, -0.405, 3.217], [-0.589, -0.318, -1.466], [-0.195, 0.000, 0.809], [-0.916, 0.427, 0.671], [-0.324, -0.702, 1.117], [-0.323, -1.149, -0.892], [-0.012, 1.031, -0.960], [0.449, -0.750, -0.596], [0.670, -0.463, 0.203], [1.065, 0.184, -0.357], [0.206, 0.550, -0.835]]}

{"formula": "C6H12NO3", "method": "ωB97M-V with the def2-TZVPD basis set", "e_lumo_ev": [-2.84, -7.50], "charge": 1, "orbital_gap_ev": [8.37, 5.91], "s2": 2.01, "total_energy_ha": -515.867908, "e_homo_ev": [-11.203, -13.410], "multiplicity": 3, "species": ["C", "C", "C", "C", "C", "C", "N", "O", "O", "O", "H", "H", "H", "H", "H", "H", "H", "H", "H", "H", "H", "H"], "positions_angstrom": [[2.271362, -0.251130, -0.319982], [1.517892, 1.083454, -0.182957], [-0.315722, -0.610480, -0.488210], [1.041062, -0.176561, -1.074614], [-1.424742, -0.247639, -1.128706], [-2.840418, -0.556839, -0.810086], [1.557404, 0.068689, 3.161614], [-1.276906, 0.621425, -2.146607], [-3.184666, -1.289622, 0.269686], [-3.753834, -0.239248, -1.743332], [3.184718, -0.264463, -0.887068], [2.320188, -0.711764, 0.587134], [0.916132, 1.100797, 0.764158], [1.816440, 2.069007, -0.483664], [1.101812, -0.212939, -2.117272], [-0.325070, -1.186366, 0.358270], [1.581688, 1.108125, 2.941440], [2.554358, -0.166200, 3.315898], [1.137666, -0.086471, 4.138229], [-0.428834, 1.041768, -2.062152], [-4.183788, -1.509769, 0.193571], [-3.266744, 0.416225, -2.285358]], "forces_ev_per_angstrom": [[0.377, 2.302, -0.866], [-0.539, -1.341, 1.119], [6.373, -0.125, -0.288], [-3.118, -0.297, 2.194], [-5.113, 1.738, -1.989], [1.175, -0.284, -0.437], [0.304, 0.898, 1.355], [-2.078, -1.096, 0.724], [-1.573, 0.331, -1.676], [0.872, 0.314, 0.809], [0.115, 0.109, -0.229], [-0.042, -1.667, 2.202], [0.746, -0.003, -1.002], [0.224, -0.009, -0.875], [0.241, 0.373, -1.489], [-0.095, -1.161, 2.125], [-0.222, -1.668, 0.856], [-0.689, 0.107, -0.231], [0.616, 0.684, -2.010], [1.097, 0.487, -0.163], [2.152, 0.458, 0.237], [-0.825, -0.153, -0.365]]}